Run 1
DFT (wB97M-V/def2-TZVPD) results for the ion C4H10N4 with charge +2.

Calculated values
E_HOMO = -17.74 eV
Kohn-Sham gap = 9.41 eV
Total charge = +2
LUMO level = -8.3 eV
Molecular weight = 114.15 u
SMILES = N[C@@H]1C=C([NH3+])NC=[NH+]1

Each line ends with the Löwdin charge.
Positions of all 18 atoms, in Å:
H -2.937 0.018 -0.671  0.137
H 2.233 1.575 -0.496  0.207
N -2.525 -0.656 -0.076  0.271
N -0.363 -0.137 -1.306  0.133
H 2.113 -1.303 0.569  0.111
C -0.428 0.162 1.113  0.128
N 1.337 1.069 -0.476  0.167
H -0.837 -0.406 -2.174  0.204
C -0.909 -0.247 -0.058  -0.139
H 2.931 -0.314 1.482  0.110
N 1.968 -0.525 1.222  0.097
H -2.838 -0.771 0.828  0.112
C 0.723 0.564 -1.507  -0.032
H 1.271 1.319 1.636  0.167
H -0.854 0.014 2.108  0.158
H 1.082 0.674 -2.558  0.207
H -3.036 -1.608 -0.501  0.276
C 1.068 0.574 0.866  -0.313



Run 2
DFT (wB97M-V/def2-TZVPD) results for the ion C4H10N4 with charge +2.

Calculated values
E_HOMO = -18.45 eV
Kohn-Sham gap = 10.03 eV
Total charge = +2
LUMO level = -8.4 eV
Molecular weight = 114.15 u
SMILES = [NH2+]=C[NH+]=C1NCCN1

Each line ends with the Löwdin charge.
Positions of all 18 atoms, in Å:
H -0.800 4.315 -0.624  0.179
N 0.612 1.437 0.154  0.203
H 0.856 3.851 -0.262  0.173
H 1.577 1.698 0.022  0.164
C -0.358 2.310 -0.188  -0.090
N -0.608 -0.758 -0.660  0.124
H 1.333 -2.697 0.409  0.163
N 0.694 -0.932 1.104  0.123
C -0.766 -2.127 -0.317  -0.091
H 1.416 -0.752 1.865  0.225
H -1.053 -0.356 -1.453  0.177
C 0.242 -0.156 0.134  -0.151
H -0.634 -2.779 -1.203  0.162
H -0.140 -2.863 1.630  0.163
C 0.317 -2.338 0.743  -0.044
N -0.129 3.573 -0.416  0.253
H -1.803 -2.228 -0.065  0.141
H -1.239 1.958 -0.513  0.126



Run 3
DFT (wB97M-V/def2-TZVPD) results for a structure of composition C4H10N4.

Calculated values
E_HOMO = -19.42 eV
Kohn-Sham gap = 10.20 eV
Total charge = +2
LUMO level = -9.2 eV
Molecular weight = 114.15 u

Each line ends with the Löwdin charge.
Positions of all 18 atoms, in Å:
H -1.736 -1.336 -1.341  0.132
H 2.815 -1.249 -0.213  0.168
H 0.923 1.774 2.886  0.191
H -1.655 1.374 -0.279  0.167
H 2.377 0.099 1.928  0.151
H -1.314 0.152 -2.207  0.127
H -1.132 2.145 1.875  0.192
C 0.630 1.192 2.010  -0.110
N -0.262 -0.162 -0.418  -0.050
N 1.880 -1.218 -0.607  0.272
H 1.743 -1.813 -1.424  0.171
H -1.933 0.007 0.830  0.172
N 1.471 0.332 1.547  0.236
C 0.932 -0.507 -0.113  -0.054
C -0.913 -0.676 -1.625  0.056
N -0.541 1.422 1.475  0.117
H -0.229 -1.236 -2.256  0.109
C -1.160 0.666 0.402  -0.046



Q: Which of them is the most stable? A: run 2.



Run 1
DFT (wB97M-V/def2-TZVPD) results for a cluster of 2 separate species, C3H10NO2 in total.

Calculated values
E_HOMO (spin up / spin down) = -9.98 / -9.99 eV
Kohn-Sham gap (spin up / spin down) = 10.75 / 8.46 eV
Total charge = 0
LUMO level (spin up / spin down) = 0.8 / -1.5 eV
Multiplicity = 2
Molecular weight = 92.12 u

Each line ends with the Löwdin charge.
Positions of all 16 atoms, in Å:
C -0.944 -0.318 -0.433  -0.284
H -1.545 1.612 0.023  0.075
H -1.716 -0.703 -1.103  0.110
H -0.599 -1.124 0.203  0.101
H 0.551 1.195 -0.960  0.110
C 1.564 -0.687 -1.061  -0.344
H -2.284 0.469 0.943  0.075
N -1.426 0.714 0.472  -0.014
C 0.229 0.189 -1.241  -0.146
H 1.998 -0.288 -0.128  0.132
H 1.247 -1.701 -0.828  0.099
H -0.150 -0.266 3.286  0.027
H 0.175 0.751 2.208  0.003
O 2.322 -0.488 -2.126  0.038
O 0.503 0.412 3.065  -0.088
H 0.075 0.233 -2.321  0.107



Run 2
DFT (wB97M-V/def2-TZVPD) results for a cluster of 2 separate species, C3H10NO2 in total.

Calculated values
E_HOMO (spin up / spin down) = -9.79 / -9.79 eV
Kohn-Sham gap (spin up / spin down) = 10.58 / 7.99 eV
Total charge = 0
LUMO level (spin up / spin down) = 0.8 / -1.8 eV
Multiplicity = 2
Molecular weight = 92.12 u

Each line ends with the Löwdin charge.
Positions of all 16 atoms, in Å:
H -0.974 0.449 2.452  0.111
H 0.463 -1.237 -0.624  0.019
H 0.844 -0.536 -3.377  0.076
N -0.218 -1.053 1.119  -0.010
H -1.193 -1.279 0.966  0.088
H 0.158 -1.797 1.687  0.083
C 0.307 -0.370 -2.440  -0.183
H 0.569 0.621 -2.071  0.055
C -0.162 1.410 0.790  -0.347
H -0.935 1.172 0.028  0.133
H -0.763 -0.440 -2.653  0.072
O -0.288 2.611 1.371  0.047
H 0.828 0.257 2.347  0.115
C -0.112 0.255 1.806  -0.232
O 0.722 -1.407 -1.568  -0.165
H 0.755 1.343 0.169  0.139



Run 3
DFT (wB97M-V/def2-TZVPD) results for a cluster of 2 separate species, C3H10NO2 in total.

Calculated values
E_HOMO (spin up / spin down) = -9.49 / -9.38 eV
Kohn-Sham gap (spin up / spin down) = 10.41 / 6.82 eV
Total charge = 0
LUMO level (spin up / spin down) = 0.9 / -2.6 eV
Multiplicity = 2
Molecular weight = 92.12 u

Each line ends with the Löwdin charge.
Positions of all 16 atoms, in Å:
H -3.292 0.005 0.369  0.077
C -2.462 -0.351 0.968  -0.113
H -0.533 -2.185 0.934  0.153
H 3.112 1.525 -0.733  0.077
H -2.659 -1.308 1.444  0.077
H 1.071 0.156 -0.495  -0.034
O 1.084 1.037 -0.967  -0.155
N -1.280 -0.477 0.115  -0.080
H 0.033 -0.728 1.773  0.171
O 0.957 -1.145 0.073  0.045
H -2.315 0.407 1.750  0.079
H 2.344 2.127 -2.162  0.074
C 2.357 1.262 -1.493  -0.190
C -0.193 -1.149 0.770  -0.352
H -0.979 0.400 -0.268  0.093
H 2.755 0.425 -2.077  0.077



Q: Which of them is the most stable? A: run 1.



Run 1
DFT (wB97M-V/def2-TZVPD) results for a structure of composition C22H24N2O3S.

Calculated values
E_HOMO = -7.75 eV
Kohn-Sham gap = 7.24 eV
Total charge = 0
LUMO level = -0.5 eV
Molecular weight = 396.51 u

Each line ends with the Löwdin charge.
Positions of all 52 atoms, in Å:
H 2.310 -0.195 -0.472  0.020
C 4.270 1.749 -1.197  -0.663
H -3.573 1.613 3.289  0.111
C 5.804 1.380 0.488  -0.395
H -1.742 -0.360 -0.547  0.135
N 5.101 2.667 -1.424  0.045
C -6.111 -3.477 4.355  -0.163
O -1.894 -1.700 -3.938  -0.017
H -4.000 -3.430 -0.156  0.042
C -0.087 0.545 -3.384  -0.156
H 7.075 5.220 -1.049  0.068
H -2.197 0.946 3.892  0.004
C -1.595 -1.400 -2.683  -0.269
C 0.452 -0.836 -1.717  -0.061
H 6.156 6.091 -0.041  0.063
H 0.422 -1.736 -0.875  0.177
H -5.640 -4.313 4.137  0.015
C 1.548 -0.024 -1.287  0.009
H 1.288 2.045 -4.099  0.162
C -2.369 -1.299 -0.552  -0.030
H 6.604 0.611 0.309  0.086
H -5.157 -4.173 1.915  0.132
C -2.530 -1.865 -1.770  -0.033
H 5.985 1.614 1.575  0.097
O -5.390 -2.422 4.092  -0.088
C 5.992 2.848 -0.367  -0.501
C 5.830 3.904 0.375  -0.279
H 4.817 3.923 0.768  0.149
H -7.005 -3.686 3.332  0.176
H 3.199 2.504 -2.777  0.001
C -4.696 -3.106 1.762  -0.008
C 6.139 5.106 -0.516  -0.104
H -0.561 0.482 -4.370  0.159
S 4.331 0.799 -0.027  1.085
H -6.539 -3.462 5.295  0.071
O -4.052 -0.243 3.865  -0.033
H -3.486 1.451 4.879  0.083
C -3.827 -2.839 0.620  0.038
C -3.227 -1.461 0.615  -0.159
C 1.910 1.058 -2.316  -0.219
C 1.062 1.098 -3.433  -0.056
C -0.383 -0.471 -2.749  -0.257
H -2.595 0.254 1.866  0.183
C -3.293 -0.733 1.754  -0.071
C -4.075 -0.827 2.692  -0.281
H 6.679 3.942 1.135  0.161
H -2.989 -2.857 -1.758  0.127
H 5.344 5.231 -1.380  0.114
C -3.116 0.941 4.044  0.037
C -4.567 -2.315 2.920  -0.051
H 6.921 2.713 -1.137  0.202
N 2.986 1.884 -2.208  0.143



Run 2
DFT (wB97M-V/def2-TZVPD) results for an isolated molecule of C22H24N2O3S.

Calculated values
E_HOMO = -8.10 eV
Kohn-Sham gap = 7.83 eV
Total charge = 0
LUMO level = -0.3 eV
Molecular weight = 396.51 u
SMILES = CCN(CC)CCCN1C(=O)c2oc3ccccc3c(=O)c2[C@@H]1c1cccs1

Each line ends with the Löwdin charge.
Positions of all 52 atoms, in Å:
H -1.297 4.001 -5.109  0.122
S 2.793 0.321 -1.047  1.046
H 0.041 1.157 2.631  0.135
H 3.584 -1.687 -2.162  0.062
H -0.499 -0.299 -2.370  0.124
H -3.538 4.752 -5.880  0.105
C 1.454 -1.303 -2.500  -0.172
C 0.456 1.810 -0.633  -0.217
C -0.639 2.920 -2.782  -0.313
H 3.584 -4.113 3.450  0.064
H 1.220 2.575 -0.432  0.167
C 0.487 0.800 1.698  -0.133
C -1.821 2.295 -0.718  -0.072
C -1.987 3.355 -3.208  -0.057
H -0.657 -1.021 1.787  0.119
H 0.680 -1.074 0.643  0.096
C 2.703 -1.096 -2.012  -0.409
C 1.273 -1.401 2.675  -0.198
C 0.539 -0.308 -2.089  -0.111
H 2.559 -2.750 0.904  0.103
O -3.024 2.692 -1.114  0.145
H 1.050 -4.653 3.449  0.115
C -3.101 3.224 -2.366  -0.163
C -2.168 3.910 -4.478  -0.001
O -2.310 1.457 1.525  0.109
C -0.694 -3.472 3.837  -0.085
H 1.535 1.108 1.660  0.120
H 0.920 -1.144 3.678  0.122
H 2.138 -4.377 1.443  0.114
H -0.971 -2.447 4.069  0.064
C -4.509 4.190 -4.051  -0.064
H -1.020 -4.110 4.654  0.068
C 1.111 0.641 -1.300  -0.487
C -1.543 1.682 0.619  -0.366
H -5.197 3.531 -2.124  0.124
H 3.982 -2.463 2.970  0.063
C 0.380 -0.725 1.631  -0.141
H 1.332 -3.302 4.565  0.116
H 1.189 -2.132 -3.129  0.103
C -3.411 4.324 -4.898  -0.070
C -4.361 3.645 -2.795  0.012
C 2.399 -3.372 1.789  -0.249
C 3.700 -3.446 2.600  -0.082
N 1.251 -2.839 2.489  -0.205
O 0.357 3.010 -3.476  0.100
H -5.485 4.514 -4.380  0.108
C -0.676 2.377 -1.437  -0.015
C 0.813 -3.604 3.639  -0.268
H 4.505 -3.821 1.973  0.068
N -0.207 1.444 0.610  -0.005
H 2.292 -1.004 2.575  0.115
H -1.211 -3.769 2.929  0.075



Q: Which of them is the most stable? A: run 2.